Molecular formula: C5H10ClF
Method: DFT, the ωB97M-V functional and the def2-TZVPD basis

Calculated values
Electronic energy (Ha): -756.5394
Gap between HOMO and LUMO (eV): 11.3
SMILES: C[C@@H](Cl)C(C)(C)F
HOMO energy (eV): -10.4
Net charge: 0

Structure (XYZ):
```
17
C5H10ClF, DFT the ωB97M-V functional and the def2-TZVPD basis
C -1.617 0.237 -0.475
C -0.746 -0.965 -0.562
Cl -0.937 -1.742 -2.133
C 0.860 -0.506 -0.332
C 1.153 -0.068 1.134
C 1.329 0.531 -1.404
F 1.473 -1.785 -0.558
H -2.552 0.222 -0.991
H -1.024 1.146 -0.874
H -1.905 0.539 0.552
H -1.030 -1.749 0.266
H 0.968 -0.891 1.747
H 2.211 0.177 1.215
H 0.683 0.864 1.292
H 0.644 0.781 -2.207
H 2.347 0.238 -1.789
H 1.558 1.623 -0.957
```